No. 1
Below is a structure of composition C7H6N2OP at a distorted geometry, with properties calculated with ωB97M-V/def2-TZVPD.

Element x y z (Å)
C  2.362  1.034  -0.003
C  1.319  1.995  0.046
C  2.030  -0.325  0.136
C  -0.019  1.593  -0.075
C  -1.310  -1.724  -0.055
C  0.661  -0.676  0.022
C  -0.348  0.260  -0.149
N  0.001  -1.927  0.043
N  -1.591  -0.411  -0.171
O  -4.544  -0.638  0.091
P  -3.778  0.495  -0.173
H  3.419  1.489  0.104
H  1.710  2.937  0.135
H  2.675  -1.174  0.241
H  -0.912  2.207  -0.086
H  -2.162  -2.347  -0.034
H  0.489  -2.789  -0.072

Cartesian forces (eV/Å) of the 2 atoms listed first:
C 0.5 0.0 1.5
C -0.8 -3.2 -1.0

total energy	-796.18783	hartree
charge	+1
HOMO-LUMO gap	6.694	eV

Charges in e, computed with Mulliken, in the same order as the atoms: atom 1 (C): -0.434, atom 2 (C): -0.604, atom 3 (C): -0.668, atom 4 (C): -0.475, atom 5 (C): -0.217, atom 6 (C): 0.714, atom 7 (C): 0.451, atom 8 (N): -0.078, atom 9 (N): -0.407, atom 10 (O): -0.215, atom 11 (P): 0.852, atom 12 (H): 0.296, atom 13 (H): 0.451, atom 14 (H): 0.378, atom 15 (H): 0.281, atom 16 (H): 0.427, atom 17 (H): 0.248

***

No. 2
Below is the molecule C7H6N2S at a distorted geometry, with properties calculated with ωB97M-V/def2-TZVPD.

Element x y z (Å)
N  2.851  -1.546  1.152
C  1.956  -0.851  1.071
C  1.110  0.264  1.009
C  1.148  1.085  -0.321
C  0.080  0.626  -1.292
C  -0.961  -0.027  -0.479
N  -2.108  -0.638  -0.904
C  -2.609  -1.264  0.130
S  -1.819  -1.007  1.683
C  -0.704  -0.117  0.822
H  1.318  0.946  1.806
H  2.144  0.735  -0.703
H  1.053  2.111  -0.091
H  0.496  -0.014  -1.973
H  -0.456  1.441  -1.866
H  -3.499  -1.742  -0.044

Cartesian forces (eV/Å) of the 2 atoms listed first:
N 1.1 -1.5 0.0
C -0.1 0.1 0.1

total energy	-777.95911	hartree
HOMO-LUMO gap	9.994	eV

Charges in e, computed with Mulliken, in the same order as the atoms: atom 1 (N): -0.412, atom 2 (C): 0.241, atom 3 (C): -0.048, atom 4 (C): -0.671, atom 5 (C): -0.565, atom 6 (C): 0.036, atom 7 (N): -0.626, atom 8 (C): -0.256, atom 9 (S): -0.189, atom 10 (C): 0.349, atom 11 (H): 0.355, atom 12 (H): 0.333, atom 13 (H): 0.347, atom 14 (H): 0.272, atom 15 (H): 0.307, atom 16 (H): 0.529

***

No. 3
Below is the molecule C7H6N4 at a distorted geometry, with properties calculated with ωB97M-V/def2-TZVPD.

Element x y z (Å)
C  -3.276  0.341  0.049
C  -1.825  -0.109  -0.181
N  -1.575  -1.534  -0.042
N  -0.384  -1.975  0.017
C  0.634  -1.084  -0.070
N  1.905  -1.594  -0.050
C  2.890  -0.709  -0.067
C  2.768  0.720  0.039
C  1.511  1.200  -0.032
C  0.367  0.267  -0.178
N  -0.880  0.786  -0.181
H  -3.398  1.428  0.110
H  -3.633  -0.070  1.026
H  -3.921  -0.159  -0.638
H  3.853  -1.160  -0.106
H  3.680  1.348  0.300
H  1.284  2.303  0.004

Cartesian forces (eV/Å) of the 2 atoms listed first:
C 0.8 -0.9 1.1
C -0.2 -1.0 1.6

total energy	-489.32169	hartree
HOMO-LUMO gap	8.536	eV

Charges in e, computed with Mulliken, in the same order as the atoms: atom 1 (C): -1.008, atom 2 (C): 0.510, atom 3 (N): -0.397, atom 4 (N): -0.326, atom 5 (C): 0.320, atom 6 (N): -0.537, atom 7 (C): -0.191, atom 8 (C): -0.361, atom 9 (C): -0.324, atom 10 (C): 0.922, atom 11 (N): -0.558, atom 12 (H): 0.303, atom 13 (H): 0.265, atom 14 (H): 0.305, atom 15 (H): 0.415, atom 16 (H): 0.322, atom 17 (H): 0.341

***

No. 4
Below is the molecule C7H6N4O at a distorted geometry, with properties calculated with ωB97M-V/def2-TZVPD.

Element x y z (Å)
C  -3.037  -1.612  -0.914
C  0.811  1.019  -3.427
C  -2.107  -0.677  -0.711
C  0.199  0.436  -2.306
C  0.029  0.069  0.027
C  -0.910  -2.106  0.776
C  1.325  1.949  -0.749
N  -3.883  -2.357  -1.221
N  1.143  1.223  -4.491
N  -1.016  -0.867  -0.056
N  0.393  0.819  -1.078
O  0.506  0.408  1.071
H  0.084  -2.382  1.046
H  -1.492  -2.028  1.730
H  -1.388  -2.916  0.111
H  2.113  1.519  0.034
H  1.774  2.447  -1.720
H  0.903  2.852  -0.171

Cartesian forces (eV/Å) of the 2 atoms listed first:
C -2.4 -2.4 -0.1
C -1.3 -0.6 3.0

total energy	-564.38430	hartree
HOMO-LUMO gap	7.332	eV

Charges in e, computed with Mulliken, in the same order as the atoms: atom 1 (C): 0.345, atom 2 (C): -0.248, atom 3 (C): -0.167, atom 4 (C): 0.342, atom 5 (C): 0.487, atom 6 (C): -0.863, atom 7 (C): -0.707, atom 8 (N): -0.416, atom 9 (N): -0.382, atom 10 (N): 0.214, atom 11 (N): 0.121, atom 12 (O): -0.512, atom 13 (H): 0.325, atom 14 (H): 0.291, atom 15 (H): 0.351, atom 16 (H): 0.273, atom 17 (H): 0.279, atom 18 (H): 0.265

***

No. 5
Below is the ion C7H6N7O6 with charge -1 at a distorted geometry, with properties calculated with ωB97M-V/def2-TZVPD.

Element x y z (Å)
C  1.129  -1.720  1.657
C  0.659  -1.719  0.189
C  -0.021  -0.544  -0.662
C  0.833  0.674  -0.905
N  2.087  0.596  -1.622
O  2.443  -0.524  -2.055
O  2.766  1.663  -1.736
C  0.548  1.960  -0.511
C  -0.711  2.203  0.107
N  -1.035  3.504  0.740
O  -0.164  4.398  0.619
O  -2.115  3.710  1.326
C  -1.727  1.199  0.082
N  -3.019  1.137  0.507
N  -3.411  -0.121  0.183
N  -2.488  -0.807  -0.414
N  -1.388  -0.002  -0.464
N  -0.159  -2.978  -0.054
O  -0.483  -3.698  0.917
O  -0.210  -3.404  -1.231
H  1.960  -0.996  1.789
H  0.239  -1.506  2.281
H  1.512  -2.730  1.988
H  1.622  -1.871  -0.444
H  -0.129  -1.184  -1.629
H  1.262  2.761  -0.658

Cartesian forces (eV/Å) of the 2 atoms listed first:
C -0.7 0.0 0.3
C 1.4 0.0 -0.5

total energy	-1104.82378	hartree
charge	-1
HOMO-LUMO gap	7.092	eV

Charges in e, computed with Mulliken, in the same order as the atoms: atom 1 (C): -1.323, atom 2 (C): 0.028, atom 3 (C): -0.054, atom 4 (C): -0.726, atom 5 (N): 1.041, atom 6 (O): -0.689, atom 7 (O): -0.693, atom 8 (C): 0.211, atom 9 (C): -0.495, atom 10 (N): 0.908, atom 11 (O): -0.660, atom 12 (O): -0.604, atom 13 (C): 0.704, atom 14 (N): -0.345, atom 15 (N): -0.674, atom 16 (N): -0.582, atom 17 (N): 0.698, atom 18 (N): 1.061, atom 19 (O): -0.615, atom 20 (O): -0.592, atom 21 (H): 0.359, atom 22 (H): 0.321, atom 23 (H): 0.366, atom 24 (H): 0.362, atom 25 (H): 0.396, atom 26 (H): 0.598

***

No. 6
Below is a cluster of 2 separate species, C7H6NO2S in total at a distorted geometry, with properties calculated with ωB97M-V/def2-TZVPD.

Element x y z (Å)
C  -1.048  1.230  0.717
C  0.291  1.165  1.149
C  -1.457  0.122  0.004
C  1.240  0.229  0.713
C  -0.583  -0.803  -0.538
C  0.783  -0.730  -0.187
C  0.534  -4.018  -1.355
N  0.813  -4.092  -0.216
O  0.469  -4.016  -3.960
O  1.975  -2.557  -2.685
S  0.600  -2.976  -2.939
H  -1.864  1.751  1.167
H  0.586  1.794  2.056
H  -2.502  0.014  -0.029
H  2.295  0.269  0.947
H  -0.849  -1.556  -1.282
H  1.338  -1.527  -0.578

Cartesian forces (eV/Å) of the 2 atoms listed first:
C 1.6 -2.3 0.9
C 0.6 1.8 2.1

total energy	-873.76613	hartree
charge	-1
HOMO-LUMO gap	8.141	eV

Charges in e, computed with Mulliken, in the same order as the atoms: atom 1 (C): -0.707, atom 2 (C): 0.067, atom 3 (C): -0.201, atom 4 (C): -0.807, atom 5 (C): -0.174, atom 6 (C): 0.084, atom 7 (C): 0.188, atom 8 (N): -0.525, atom 9 (O): -0.609, atom 10 (O): -0.553, atom 11 (S): 0.576, atom 12 (H): 0.296, atom 13 (H): 0.226, atom 14 (H): 0.371, atom 15 (H): 0.350, atom 16 (H): 0.149, atom 17 (H): 0.268